44
Properties=species:S:1:pos:R:3:nbo_charge:R:1 method="wB97M-V/def2-TZVPD" smiles="N[C@@H](Cc1c[nH]cn1)C(=O)N[C@@H](Cc1c[nH]c2ccccc12)C(=O)O" total_energy_ha=-1158.7843 orbital_gap_ev=8.547 multiplicity=1 de_lowest_kcal_mol=4.1 charge=0 e_lumo_ev=0.65
C 2.79 1.87 -0.46 -0.134
C 1.68 0.86 -0.63 0.682
C 3.71 1.39 0.70 -0.416
C 4.52 0.19 0.36 0.067
C 4.27 -1.12 0.64 -0.080
C 6.14 -0.90 -0.50 0.163
C -0.46 0.10 0.26 -0.146
C 0.21 -1.14 0.88 0.808
C -1.26 -0.20 -1.01 -0.429
C -2.67 -0.65 -0.74 -0.125
C -3.18 -1.92 -0.86 0.005
C -3.76 0.16 -0.27 -0.037
C -4.88 -0.66 -0.13 0.107
C -3.86 1.53 0.03 -0.215
C -6.12 -0.18 0.31 -0.230
C -5.08 2.01 0.47 -0.237
C -6.21 1.17 0.61 -0.218
H 2.99 3.80 0.18 0.366
H 1.80 3.63 -0.92 0.367
H 3.39 1.89 -1.39 0.208
H 3.08 1.23 1.60 0.229
H 4.37 2.22 0.95 0.219
H 3.45 -1.56 1.14 0.235
H 7.05 -1.18 -1.01 0.192
H 5.42 -2.80 0.06 0.412
H 0.59 1.92 0.70 0.428
H -1.17 0.47 1.04 0.242
H -1.34 0.75 -1.57 0.225
H -0.71 -0.91 -1.64 0.250
H -2.65 -2.84 -1.17 0.218
H -5.11 -2.77 -0.48 0.417
H -3.01 2.20 -0.04 0.209
H -6.98 -0.83 0.43 0.213
H -5.21 3.08 0.72 0.211
H -7.13 1.59 0.93 0.211
H 0.12 -2.97 0.98 0.493
N 2.24 3.19 -0.11 -0.849
N 5.71 0.32 -0.35 -0.461
N 5.31 -1.82 0.09 -0.522
N 0.55 1.14 0.07 -0.628
N -4.50 -1.93 -0.50 -0.531
O 1.80 -0.15 -1.29 -0.629
O 1.14 -1.09 1.65 -0.617
O -0.37 -2.30 0.53 -0.674

***

34
Properties=species:S:1:pos:R:3:nbo_charge:R:1 method="wB97M-V/def2-TZVPD" total_energy_ha=-981.5988 orbital_gap_ev=4.998 multiplicity=1 charge=-1 e_lumo_ev=2.93
Ag 0.00 -0.11 -0.25 0.848
O -2.05 -1.24 0.24 -1.007
C -1.68 -2.50 -0.24 -0.066
C -0.25 -3.09 0.00 -0.070
O 0.87 -2.37 -0.42 -1.019
H -1.87 -2.57 -1.34 0.061
H -2.47 -3.20 0.11 0.094
H -0.22 -4.06 -0.53 0.093
H -0.17 -3.43 1.06 0.085
C 0.13 3.34 1.50 -0.637
C 1.25 2.87 0.61 -0.063
O 0.68 2.22 -0.55 -0.744
H -0.51 2.49 1.71 0.253
H -0.47 4.14 1.06 0.196
H 0.48 3.74 2.45 0.204
H 1.86 2.16 1.16 0.181
H 1.90 3.67 0.23 0.146
H 1.37 2.22 -1.21 0.474
C -1.49 0.06 -3.32 0.781
O -0.53 -0.40 -2.71 -0.638
N -2.58 -0.67 -3.71 -0.836
N -1.46 1.34 -3.83 -0.866
H -3.26 -0.22 -4.27 0.369
H -2.56 -1.67 -3.59 0.420
H -0.77 1.99 -3.51 0.401
H -2.11 1.64 -4.53 0.368
C 1.60 -0.56 2.75 0.770
O 0.60 -0.11 2.22 -0.665
N 2.06 -0.09 3.97 -0.865
N 2.32 -1.56 2.16 -0.859
H 1.29 0.19 4.57 0.393
H 2.79 -0.59 4.45 0.366
H 2.02 -1.93 1.26 0.475
H 3.24 -1.72 2.51 0.356

***

15
Properties=species:S:1:pos:R:3:nbo_charge:R:1 method="wB97M-V/def2-TZVPD" total_energy_ha=-624.5925 orbital_gap_ev="6.818 / 6.690" multiplicity=1 de_lowest_kcal_mol=47.4 charge=0 e_lumo_ev="-0.35 / -0.50"
C 0.66 0.59 0.24 0.086
C 0.09 1.96 -0.07 -0.606
C 0.19 -1.79 0.07 -0.430
N 2.01 0.54 -0.33 -0.894
N -1.34 -0.12 -0.86 -0.463
N -0.24 -0.43 -0.19 -0.185
P 3.33 -0.22 -0.12 0.724
H 0.79 0.47 1.33 0.175
H 0.78 2.73 0.27 0.213
H -0.87 2.08 0.42 0.224
H -0.06 2.05 -1.14 0.233
H 1.11 -2.03 -0.47 0.198
H 0.38 -1.90 1.14 0.203
H -0.59 -2.49 -0.23 0.213
H -1.76 -0.97 -1.24 0.311

***

81
Properties=species:S:1:pos:R:3:lowdin_charge:R:1 method="wB97M-V/def2-TZVPD" total_energy_ha=-79260.3355 orbital_gap_ev=7.934 multiplicity=1 charge=-1 e_lumo_ev=1.10
C -0.79 1.40 -4.05 -0.202
O -1.99 0.67 -3.91 -0.235
C -2.14 0.17 -2.60 -0.236
C -3.60 -0.16 -2.39 -0.289
C -3.93 -0.34 -0.90 -0.191
C -3.59 -1.77 -0.43 -0.263
S -2.35 -1.77 0.86 0.495
O -2.85 -0.86 1.85 -0.335
O -2.33 -3.13 1.35 -0.435
N -0.97 -1.21 0.24 -0.286
S 0.35 -1.85 0.88 0.420
O 0.48 -3.26 0.73 -0.375
O 1.45 -1.20 0.25 -0.355
C 0.46 -1.41 2.61 -0.140
C 0.20 0.05 2.86 -0.610
O 0.96 0.85 2.51 0.138
O -0.89 0.41 3.54 0.110
H -0.71 2.12 -3.23 0.035
H 0.04 0.70 -4.04 0.012
H -0.78 1.95 -4.98 0.024
H -1.84 0.89 -1.85 0.121
H -1.53 -0.72 -2.44 0.108
H -4.21 0.64 -2.80 0.076
H -3.86 -1.09 -2.89 -0.053
H -5.00 -0.23 -0.78 0.103
H -3.41 0.41 -0.32 0.103
H -4.45 -2.20 0.06 0.098
H -3.31 -2.41 -1.25 -0.040
H -0.16 -2.06 3.20 0.040
H 1.49 -1.59 2.89 0.107
H -1.67 -0.07 3.21 0.081
C 3.59 1.26 4.47 -1.603
Br 3.59 -0.34 5.54 0.528
Br 3.66 2.85 5.56 0.541
Br 5.01 1.24 3.16 0.576
H 2.65 1.28 3.92 -0.061
C -0.57 -5.68 5.00 -1.627
Br -1.80 -5.54 6.47 0.546
Br -1.10 -4.62 3.49 0.725
Br 1.22 -5.16 5.49 0.538
H -0.54 -6.72 4.70 -0.033
C 6.47 -3.12 6.83 -1.627
Br 7.48 -3.09 8.47 0.562
Br 4.58 -3.28 7.18 0.545
Br 6.84 -1.61 5.70 0.554
H 6.78 -4.00 6.28 -0.031
C 2.19 -1.45 -4.81 -1.585
Br 0.82 -2.28 -5.87 0.507
Br 2.49 0.39 -5.35 0.582
Br 1.80 -1.59 -2.94 0.661
H 3.11 -1.98 -4.99 -0.031
C 2.76 6.98 4.13 -1.628
Br 3.47 6.73 5.91 0.566
Br 3.12 8.75 3.47 0.566
Br 3.40 5.62 2.93 0.583
H 1.69 6.87 4.20 -0.027
C -0.94 -0.30 -9.10 -1.608
Br -1.82 -1.79 -9.95 0.563
Br -1.61 0.02 -7.32 0.554
Br 0.97 -0.50 -9.08 0.552
H -1.17 0.58 -9.69 -0.032
C -3.32 4.68 -4.96 -1.614
Br -2.51 4.14 -3.30 0.668
Br -2.90 6.51 -5.42 0.559
Br -2.90 3.47 -6.40 0.592
H -4.39 4.63 -4.82 -0.033
C -4.99 -2.85 -4.62 -1.530
Br -4.17 -3.77 -3.13 0.721
Br -5.69 -1.14 -4.10 0.735
Br -3.77 -2.69 -6.11 0.585
H -5.82 -3.46 -4.95 -0.033
C -1.19 -5.59 -3.17 -1.639
Br -1.29 -7.30 -2.28 0.569
Br -1.02 -4.13 -1.93 0.653
Br 0.21 -5.54 -4.49 0.548
H -2.12 -5.45 -3.70 -0.101
C 5.65 9.13 8.23 -1.657
Br 6.28 8.40 9.90 0.565
Br 4.77 10.82 8.48 0.561
Br 7.06 9.25 6.93 0.563
H 4.92 8.44 7.84 -0.095